Molecular formula: C5H12O2
Method: DFT, ωB97M-V/def2-TZVPD

Each line ends with the Mulliken charge.
CARTESIAN COORDINATES (ANGSTROEM)
1 O -2.44731 1.96045 -0.02086  -0.661
2 O -2.34006 -1.23407 0.49177  -0.458
3 C 1.21949 -1.15778 -1.16964  -1.268
4 C 0.53598 -0.10719 -0.27981  1.118
5 C -0.00087 -0.56494 1.13506  -1.000
6 C -1.28518 -1.43607 1.02262  0.067
7 C 1.20098 1.26582 -0.26548  -1.543
8 H 1.06369 -2.12341 -0.64154  0.308
9 H -2.07949 1.08052 0.08849  0.306
10 H 0.71364 -1.08835 1.78181  0.410
11 H -1.84467 2.64354 -0.35811  0.316
12 H 1.60589 1.46718 -1.27051  0.431
13 H 0.69706 -1.44674 -2.08619  0.294
14 H -1.12664 -2.40810 1.52891  0.329
15 H -0.49683 0.07037 -0.62274  -0.057
16 H 0.58281 2.15781 -0.09058  0.276
17 H 1.99443 1.33572 0.49554  0.344
18 H -0.22411 0.37763 1.63721  0.392
19 H 2.23120 -0.79239 -1.37596  0.396

Output
- Relative energy (zero: lowest compared OMol25 entry of this formula, charge and spin): 173.5 kJ/mol
- Frontier orbital gap: 10.902 eV
- Spin multiplicity: 1
- HOMO level: -0.3723 hartree
- LUMO level: 0.771 eV



Molecular formula: C3H14N2O2
Method: DFT, ωB97M-V/def2-TZVPD

Each line ends with the Löwdin spin population.
CARTESIAN COORDINATES (ANGSTROEM)
1 O 0.20767 -1.74936 -1.59295  0.001
2 O 0.19620 0.69146 -2.08458  0.009
3 N 0.83050 -0.05840 1.06471  0.078
4 N -0.45030 -3.18922 0.85663  0.002
5 C -0.72773 1.87218 1.48403  0.082
6 C -0.35775 0.65488 0.74019  0.602
7 C 0.25427 2.57413 0.43133  0.095
8 H -0.25673 -2.84782 -0.10108  0.000
9 H -0.33557 2.85138 -0.44015  0.001
10 H 0.25221 -2.31741 -2.36205  0.000
11 H -1.77010 2.11895 1.33968  0.005
12 H 0.52380 3.56041 0.92042  0.040
13 H 0.26009 -0.36794 -1.93979  0.000
14 H 1.17996 2.21995 -0.00248  0.010
15 H 1.54138 0.09826 0.36153  0.019
16 H -0.03755 -4.11410 0.93771  0.000
17 H -0.99852 0.31417 -0.06007  0.028
18 H -0.33256 2.08320 2.47090  0.011
19 H 0.67079 -1.04302 1.22792  0.014
20 H -1.44601 -3.27580 1.00130  0.001
21 H -0.21178 0.79331 -2.95863  0.000

Output
- <S²>: 0.75
- Charge: -1
- Relative energy (zero: lowest compared OMol25 entry of this formula, charge and spin): 136.9 kJ/mol
- Frontier orbital gap (alpha / beta): 6.235 / 8.234 eV
- Spin multiplicity: 2
- HOMO level (alpha / beta): -0.0742 / -0.1535 hartree
- LUMO level (alpha / beta): 4.216 / 4.058 eV



Molecular formula: C46H95N2O14PS10
Method: DFT, ωB97M-V/def2-TZVPD

Each line ends with the Mulliken charge.
CARTESIAN COORDINATES (ANGSTROEM)
1 S -2.47225 5.49876 -3.25420  0.606
2 S 10.20035 3.71391 -1.74437  0.563
3 S 0.55158 1.35357 -3.67782  1.020
4 S 5.27015 4.89066 5.83126  0.392
5 S -7.49353 2.38913 5.90493  0.407
6 S 6.92026 1.24122 2.27087  0.242
7 S 1.72168 1.31471 -7.80316  0.716
8 S 2.83396 -3.81002 -3.10635  -0.343
9 S 6.19118 -4.67660 -2.41870  1.017
10 S -6.79032 -3.70867 8.38429  0.414
11 P -1.52619 -0.96661 -0.05077  1.143
12 O 7.41614 -4.82248 -1.68167  -0.644
13 O -0.31982 1.35415 -4.88996  -0.614
14 O 2.03427 -1.27131 2.71248  -0.432
15 O -7.44663 1.45337 4.75711  -0.533
16 O 5.77287 0.44712 1.75022  -0.392
17 O 3.19054 1.54741 -7.86272  -0.683
18 O -1.48558 -1.73404 1.34864  -0.673
19 O 9.41171 4.92676 -1.41010  -0.618
20 O 4.88393 3.96226 4.73547  -0.542
21 O -1.00788 5.75845 -3.30156  -0.628
22 O -0.11065 -0.30009 -0.36136  -0.475
23 O -6.87980 -2.73988 7.26157  -0.534
24 O -2.55662 0.09112 0.00276  -0.796
25 O 6.21147 -5.11683 -3.78583  -0.611
26 N -0.39612 -6.68393 0.40685  -0.700
27 N 0.87250 -3.33815 -0.86051  1.827
28 C 4.92743 -2.26660 -0.00916  -1.037
29 C 0.85353 -2.70186 -4.57336  -0.957
30 C 3.27600 -3.13482 -1.53069  1.382
31 C -3.05893 -0.17734 -3.32063  0.940
32 C 8.10748 1.38897 0.92979  -0.938
33 C 2.59891 -2.44838 0.65801  0.441
34 C 3.92362 -2.12729 0.93883  -0.953
35 C -2.95046 4.88600 -4.87349  -0.801
36 C -6.29075 -1.70058 4.26424  -0.618
37 C -5.32586 -1.13027 -2.50406  -0.702
38 C 0.42710 -2.93520 -2.18275  -1.897
39 C 11.35144 4.16784 -3.04750  -0.959
40 C 0.73647 -4.82404 -0.75893  -0.972
41 C 1.71445 0.06886 2.37299  -0.230
42 C -1.85518 -2.26660 -1.25107  -0.166
43 C 1.23200 -3.07865 -3.29443  1.145
44 C -3.29116 7.09135 -3.39093  -1.021
45 C -8.44029 -3.86152 9.08159  -0.967
46 C -2.65032 -1.49357 -4.01495  -1.353
47 C -5.91146 -3.01211 2.07762  -0.712
48 C 4.60409 -2.78047 -1.26215  0.476
49 C 0.14756 2.82353 -2.73218  -1.289
50 C -6.61469 -2.95774 3.43565  -0.550
51 C -0.40816 -2.17365 -4.77565  -1.140
52 C -1.26035 -2.03200 -3.68659  1.425
53 C -6.08378 -1.72995 1.25290  -0.392
54 C 2.91162 0.90423 1.96617  0.457
55 C 0.92155 2.91870 -7.90270  -0.917
56 C -0.48928 -5.25406 0.02937  -0.340
57 C 1.20794 0.74771 -9.43070  -1.067
58 C 6.92120 5.49185 5.45344  -0.904
59 C -6.74088 -5.34993 7.65521  -0.952
60 C 5.65213 -2.96775 -2.32120  -1.470
61 C 2.39915 2.26364 1.45078  -1.388
62 C 5.75177 3.87444 7.23128  -0.936
63 C 2.24447 -2.95901 -0.59147  -1.113
64 C 9.16181 2.67109 -2.77761  -0.794
65 C 6.40735 2.95712 2.27255  -0.630
66 C -0.86143 -2.40777 -2.38603  0.143
67 C 2.18471 1.90391 -4.18139  -1.288
68 C -4.57292 0.01227 -3.20469  -1.589
69 C -5.80679 -0.74898 -1.08395  -0.836
70 C 1.58640 -2.23480 1.77935  0.080
71 C -7.37978 1.38819 7.39409  -0.885
72 C -9.21316 2.86701 6.12965  -0.950
73 C -6.03815 -2.00797 -0.24751  -0.949
74 H -4.03607 4.80026 -4.92168  0.385
75 H 11.86477 3.27515 -3.40481  0.348
76 H 5.27716 -2.67997 -3.30007  0.507
77 H -2.90553 7.62758 -4.25810  0.299
78 H 1.57201 1.43781 -10.19228  0.346
79 H 1.53040 -3.16505 2.34491  0.368
80 H -2.58528 5.56603 -5.64361  0.342
81 H -1.16888 -7.19719 0.00465  0.281
82 H -6.76816 -0.24690 -1.18075  0.516
83 H 4.20345 -1.73565 1.90260  0.579
84 H -3.35268 -2.30733 -3.82743  0.415
85 H -6.98899 -2.45534 -0.54636  0.304
86 H 7.25810 3.58896 2.53024  0.414
87 H -5.79656 -5.45072 7.12457  0.307
88 H -6.20462 -1.36875 -3.10563  0.447
89 H -6.30818 -3.87388 1.53463  0.422
90 H -7.69070 -3.10820 3.34601  0.370
91 H -4.74760 -2.04618 -2.41338  0.377
92 H 1.14952 3.46540 -6.99081  0.184
93 H 6.54983 -2.38550 -2.12762  0.565
94 H 7.58249 4.64771 5.25590  0.252
95 H 2.10547 2.84563 -4.72531  0.301
96 H 8.33811 2.30654 -2.16827  0.166
97 H 5.18702 -5.32875 -1.77076  0.144
98 H -7.56956 -5.46430 6.95630  0.286
99 H -7.53309 2.02099 8.26903  0.425
100 H 5.95283 -1.99149 0.18682  0.525
101 H 5.62681 3.08038 3.02173  0.026
102 H 0.63205 -1.97619 1.34387  -0.432
103 H 0.96014 0.14865 1.58958  -0.022
104 H -9.15458 -4.07817 8.28712  0.301
105 H 6.02209 3.22532 1.28733  0.347
106 H -9.50756 3.46974 5.27316  0.310
107 H 6.16006 4.51088 8.01630  0.383
108 H -1.85853 -3.20358 -0.69550  0.353
109 H 1.63852 -0.23820 -9.59228  0.324
110 H -0.68828 -1.89656 -5.77988  0.369
111 H -3.07968 7.65568 -2.48536  0.334
112 H -6.38406 0.95144 7.42716  0.291
113 H -6.79892 -6.09932 8.44474  0.399
114 H -5.26484 -2.76038 -0.42968  0.392
115 H 2.81114 2.03047 -3.29816  0.415
116 H 2.61931 1.14460 -4.82970  0.340
117 H 12.07584 4.86183 -2.62682  0.324
118 H 8.52339 0.40244 0.73160  0.441
119 H -0.26585 0.60746 -0.65085  0.124
120 H -1.22940 -1.11877 2.05001  0.387
121 H 7.29301 6.07923 6.29266  0.390
122 H -0.64725 -4.64280 0.91655  0.030
123 H -5.03159 -0.12514 -0.64255  0.333
124 H -8.44656 -4.65593 9.82800  0.381
125 H 8.90738 2.06837 1.22529  0.448
126 H 1.28163 0.52703 3.26805  0.440
127 H 1.30337 3.46374 -8.76672  0.430
128 H 0.12035 0.68230 -9.46302  0.346
129 H 2.13829 2.19675 0.39239  0.091
130 H -4.84903 -3.18876 2.25690  0.156
131 H -2.87107 -2.11002 -1.58395  -0.478
132 H 1.62500 -5.27216 -0.31041  0.661
133 H -4.36626 6.93780 -3.48352  0.372
134 H -2.68097 -1.30606 -5.08526  0.515
135 H 0.64882 -5.26380 -1.75289  0.501
136 H 8.77132 3.25475 -3.61116  0.349
137 H 9.74595 1.82670 -3.14387  0.345
138 H -7.09496 -0.97736 4.17795  0.226
139 H -8.12512 0.59350 7.35839  0.246
140 H 4.86221 3.36725 7.59827  0.313
141 H -6.24658 -3.81890 4.00266  0.240
142 H -4.80241 0.94081 -2.68130  0.564
143 H 10.80956 4.64899 -3.86159  0.299
144 H -7.03617 -1.26954 1.52270  0.363
145 H 0.84241 2.92742 -1.89673  0.257
146 H 3.57450 1.12402 2.79505  0.252
147 H 0.19666 3.70143 -3.37489  0.528
148 H 1.56058 -2.87289 -5.37191  0.491
149 H 6.85385 6.12209 4.56892  0.322
150 H -9.31038 3.45615 7.04187  0.372
151 H -0.86789 2.70955 -2.34965  0.310
152 H -5.29534 -1.03390 1.53580  0.310
153 H 3.49207 0.46995 1.16367  0.047
154 H -2.54907 -0.02960 -2.37826  -0.531
155 H -2.69821 0.62705 -3.96391  0.317
156 H 7.60375 1.76160 0.03760  0.083
157 H -9.83653 1.97424 6.18324  0.296
158 H -1.36543 -5.15304 -0.61428  0.307
159 H 6.49017 3.13831 6.91305  0.285
160 H -0.15602 2.77853 -7.98215  0.296
161 H 1.50406 2.58373 1.98637  0.416
162 H 3.16295 3.03297 1.53516  0.310
163 H -8.69280 -2.91499 9.55476  0.311
164 H 0.42575 -7.07320 -0.04470  0.288
165 H -4.94916 0.13950 -4.22209  0.411
166 H -2.49948 3.90281 -5.00482  0.138
167 H -5.33001 -1.29015 3.95957  0.222
168 H -6.22183 -1.97068 5.31649  0.166

Output
- Frontier orbital gap: 8.310 eV
- Spin multiplicity: 1
- HOMO level: -0.2899 hartree
- LUMO level: 0.421 eV